1.
A structure of composition C37H24ClN6O5PS6SbW in a non-equilibrium geometry. Source: OMol25; level of theory: ωB97M-V/def2-TZVPD.

```
! RIJCOSX wB97M-V def2-TZVPD def2/J DEFGRID3
* xyz 2 2
W -1.1185 2.1595 0.4153
Cl 2.2501 -4.6087 1.8232
C 1.1554 -5.7907 0.9043
C 1.0521 -7.1526 1.1801
C 0.6112 -8.0165 0.1676
C 0.1895 -7.4926 -1.0471
C 0.1738 -6.1071 -1.2585
C 0.7056 -5.2405 -0.2952
P 0.8002 -3.3962 -0.4136
C 2.3685 -2.9378 -1.2718
C 2.4713 -1.6757 -1.8773
C 3.6687 -1.2738 -2.4515
C 4.7703 -2.0922 -2.3828
C 4.7008 -3.3619 -1.8496
C 3.4680 -3.7758 -1.3723
C -0.4420 -3.1810 -1.7943
C -1.7775 -2.9051 -1.5034
C -2.6279 -2.3383 -2.4775
C -2.2083 -2.1633 -3.8006
C -0.9983 -2.7493 -4.1218
C -0.1376 -3.2544 -3.1611
H 1.3068 -7.5673 2.1560
H 0.6218 -9.0823 0.4007
H -0.0894 -8.1442 -1.9221
H -0.2545 -5.7215 -2.1690
H 1.6194 -0.9434 -1.9895
H 3.6975 -0.3121 -2.9718
H 5.6857 -1.7147 -2.7876
H 5.6523 -3.8834 -1.7923
H 3.3201 -4.7987 -1.0652
H -2.0668 -2.9708 -0.4373
H -3.6511 -2.0800 -2.2253
H -2.8637 -1.7431 -4.6241
H -0.7456 -2.8656 -5.1818
H 0.8105 -3.6262 -3.4485
S 5.6612 5.5864 -1.2229
N 5.3349 4.0057 -1.0128
C 4.0424 3.9814 -0.6725
C 3.2803 2.8358 -0.1483
C 3.8352 1.5837 0.1889
C 3.0367 0.5353 0.6006
C 1.6469 0.7765 0.6499
N 1.1064 1.9814 0.4642
C 1.9250 3.0029 0.0723
C 1.2839 4.3364 -0.0817
N -0.0158 4.4010 0.2883
C -0.6190 5.5747 0.1384
C 0.0714 6.7577 -0.2257
C 1.3892 6.7393 -0.5094
C 1.9942 5.4633 -0.4589
C 3.4092 5.2249 -0.6926
N 4.2230 6.2421 -1.0032
H 4.9226 1.5650 0.1970
H 3.4864 -0.4406 0.8101
H 1.0068 -0.0123 0.9534
H -1.7201 5.5645 0.2801
H -0.4897 7.6790 -0.1979
H 1.9857 7.5815 -0.7895
S 3.3867 3.7127 4.5476
Sb 1.5894 2.7829 5.3140
S 0.7690 0.9427 3.5955
S -0.4295 2.3109 3.1783
O -1.8043 3.0377 -1.0047
N -2.9977 3.2773 -2.0482
O -1.1733 0.7023 -0.2234
O -2.8439 3.7344 -3.0323
O -3.7881 -0.9147 0.8809
S -3.4100 -0.0628 1.9483
O -2.4867 -0.4653 3.0047
N -2.8047 1.5727 1.3744
C -3.4015 2.5466 2.0008
S -2.6923 4.0674 1.8799
C -4.6515 2.0890 2.7265
C -5.6641 2.8466 3.2703
C -6.7043 2.1807 3.9797
C -6.7305 0.7855 4.0012
C -5.7102 -0.0232 3.4531
C -4.7393 0.7334 2.8366
H -5.6842 3.9301 3.1249
H -7.5499 2.7684 4.2784
H -7.6019 0.3951 4.5100
H -5.7927 -1.1087 3.4215
*
```

As for the HOMO energy (spin up / spin down): -11.721 / -11.721 eV.

Here are the Löwdin charges for atoms 1 to 8, given in e: 1.609 0.554 -0.550 -0.086 -0.068 -0.068 -0.066 -0.414

***

2.
A structure of composition C37H25N5O8Zr in a non-equilibrium geometry. Source: OMol25; level of theory: ωB97M-V/def2-TZVPD.

```
! RIJCOSX wB97M-V def2-TZVPD def2/J DEFGRID3
* xyz 0 1
Zr -0.5244 -0.4718 0.4509
C -1.1665 -4.2148 2.7889
C -0.6241 -2.9882 2.4828
N -1.3737 -2.1091 1.7656
C -2.6041 -2.4424 1.2961
C -3.0978 -3.7900 1.4432
C -2.3348 -4.6734 2.1513
C -4.3797 -3.9935 0.8804
C -5.0420 -3.0227 0.0670
C -4.5656 -1.6985 0.0813
C -3.3216 -1.3762 0.7148
N -2.7257 -0.1118 0.7676
C -3.2493 1.1483 0.4960
C -4.5987 1.5426 0.7693
C -5.0158 2.8780 0.5018
C -4.0260 3.7926 0.0654
C -2.6211 3.4439 0.0919
C -1.6365 4.4599 0.2069
C -0.3165 4.0948 0.0125
C -0.0026 2.7323 -0.1647
N -0.9369 1.7584 -0.0757
C -2.2468 2.1441 0.2108
H -0.6614 -4.8444 3.5451
H 0.2909 -2.4961 2.9269
H -2.6206 -5.7351 2.1652
H -4.7564 -5.0213 0.7857
H -6.0070 -3.2970 -0.3357
H -5.1607 -0.9020 -0.4057
H -5.3220 0.6644 0.9513
H -6.0471 3.1558 0.7009
H -4.2070 4.7790 -0.2251
H -1.9380 5.5058 0.3588
H 0.4907 4.7885 0.1255
H 1.0470 2.3930 -0.3101
C 3.3389 5.0379 -4.0756
C 2.5375 4.3962 -3.1115
C 1.3807 3.9915 -3.7772
C 1.5900 4.1322 -5.1584
C 2.7765 4.8180 -5.3208
H 4.2679 5.5795 -3.9054
H 2.6765 4.3093 -2.0025
H 0.5051 3.5702 -3.2340
H 0.9561 3.8065 -5.9864
H 3.3685 5.0386 -6.2073
O -0.9994 -0.5446 -1.5663
C -0.3323 -1.0544 -2.5944
C 0.3969 -2.2182 -2.5438
C 0.7587 -2.8873 -3.7437
C 0.8842 -4.2256 -3.5910
C 1.0199 -4.8886 -2.3925
C 0.8032 -4.2279 -1.1945
C 0.5779 -2.8727 -1.2052
O 0.6524 -2.1616 -0.0833
N 0.9181 -5.1578 -4.6816
O 0.9600 -4.6977 -5.8155
O 0.7208 -6.3564 -4.3741
H -0.4080 -0.4597 -3.4911
H 0.7158 -2.3343 -4.6636
H 1.1755 -5.9686 -2.4694
H 0.9728 -4.7003 -0.2353
O 1.4927 0.6191 0.8524
C 1.4343 0.3659 2.0743
O 0.4178 -0.2428 2.5191
C 2.6368 0.8021 2.9089
C 2.5104 0.4308 4.2571
C 3.5866 0.5244 5.1153
C 4.7197 1.1837 4.6596
C 4.8692 1.5306 3.2976
C 3.8392 1.4131 2.4229
N 5.8930 1.3097 5.4652
O 6.0029 0.6122 6.4920
O 6.7621 2.1232 5.1048
H 1.5968 -0.1071 4.5193
H 3.6703 -0.0386 6.0503
H 5.7989 1.9291 3.0602
H 3.8573 1.5276 1.3389
*
```

As for the HOMO energy (spin up / spin down): -4.637 / -4.636 eV.

Here are the Löwdin charges for atoms 1 to 8, given in e: 1.981 -0.033 -0.090 -0.048 -0.161 -0.173 0.013 -0.029

***

The energy above the lowest of the compared OMol25 structures with the same formula, charge and spin results, record by record, are as follows: 178.4 485.9 kJ/mol.
The DFT total energy results, record by record, are as follows: -153105.1107 -63879.4571 eV.